(1)
An isolated molecule of C23H29N3O4S in a non-equilibrium geometry. Source: OMol25; level of theory: wB97M-V/def2-TZVPD.

gap between HOMO and LUMO = 7.307 eV
SMILES = CCN(CC)S(=O)(=O)c1ccc(/C=C/C(=O)Nc2ccc(N3CCOCC3)cc2)cc1
LUMO energy = -0.30 eV
charge = 0
maximum force = 1.1 eV/A

Cartesian coordinates (Å):
1 S 6.5779 -0.6014 -0.5210
2 O 6.7659 -2.0173 -0.6602
3 O -10.5188 -0.7881 0.5655
4 O -1.9439 2.6656 -0.2169
5 O 7.1467 0.2622 -1.5182
6 N 7.0608 -0.1478 1.0227
7 N -2.2465 0.4154 -0.4982
8 N -7.7590 -0.3400 0.1512
9 C 7.4584 1.2450 1.1285
10 C -3.6266 0.2614 -0.3245
11 C 9.3295 -1.1686 1.2197
12 C -0.0487 1.3304 -0.6494
13 C 4.1865 0.4901 -1.3819
14 C 7.8887 -1.1134 1.7194
15 C -9.8689 0.3107 1.1609
16 C -4.2019 -0.9582 -0.6671
17 C -5.7931 1.0430 0.3538
18 C 4.8109 -0.3112 -0.4449
19 C -9.8990 -1.1253 -0.6521
20 C -4.4434 1.2646 0.1907
21 C 2.7201 -0.7461 0.6184
22 C -1.5005 1.5551 -0.4324
23 C 6.2597 2.1672 0.9528
24 C 2.8218 0.6942 -1.3063
25 C -8.3920 0.0030 1.4109
26 C -5.5538 -1.1788 -0.4977
27 C 4.0864 -0.9368 0.5515
28 C -6.3828 -0.1811 0.0206
29 C 2.0700 0.0854 -0.2986
30 C 0.6318 0.2824 -0.1784
31 C -8.4176 -1.4726 -0.4633
32 H -7.9777 -1.6627 -1.4429
33 H 5.9177 2.1445 -0.0771
34 H 7.8564 -0.8716 2.7869
35 H -9.9520 1.1929 0.5081
36 H 4.7842 0.9421 -2.1583
37 H -7.9031 0.8659 1.8587
38 H 8.2133 1.4884 0.3714
39 H -10.3886 0.5024 2.1010
40 H 0.1154 -0.4800 0.3939
41 H -5.9553 -2.1449 -0.7596
42 H -6.4067 1.8461 0.7317
43 H 0.4557 2.1589 -1.1244
44 H -1.7643 -0.4250 -0.7855
45 H -3.5812 -1.7505 -1.0640
46 H 9.8404 -0.2238 1.3906
47 H -10.4461 -1.9827 -1.0475
48 H 7.8918 1.3871 2.1216
49 H 2.1457 -1.2305 1.3948
50 H -8.3233 -0.8445 2.1139
51 H -8.3366 -2.3798 0.1579
52 H 4.6030 -1.5680 1.2564
53 H 2.3310 1.3122 -2.0417
54 H 7.4166 -2.0836 1.5609
55 H -9.9801 -0.2832 -1.3566
56 H 5.4439 1.8588 1.6024
57 H 9.8703 -1.9562 1.7382
58 H -4.0157 2.2193 0.4457
59 H 6.5440 3.1867 1.2021
60 H 9.3295 -1.3831 0.1538

Results of the Mulliken charge analysis, in e, for atoms 1 through 8: 1.290, -0.723, -0.375, -0.645, -0.690, 0.119, -0.209, 0.174

***

(2)
A structure of composition C2H15O6 in a non-equilibrium geometry. Source: OMol25; level of theory: wB97M-V/def2-TZVPD.

gap between HOMO and LUMO = 9.664 eV
LUMO energy = 3.58 eV
charge = -1
maximum force = 4.4 eV/A

Cartesian coordinates (Å):
1 O 0.8523 3.2885 -0.9291
2 O -2.4931 -1.5387 -0.8081
3 O -1.3029 2.6240 0.9533
4 O -0.2887 0.6844 -0.4905
5 O 2.4375 -0.1644 1.7390
6 O 2.0451 -0.2353 -0.8365
7 C -1.7135 -1.6224 0.4542
8 C -0.4070 -2.3997 0.2701
9 H -0.5433 -3.2821 -0.4985
10 H -0.6829 0.7100 -1.4080
11 H 0.0515 -3.0084 1.1740
12 H 0.8463 0.0681 -0.6265
13 H -0.9825 1.8019 0.5143
14 H 2.0568 0.3995 -1.4698
15 H 0.6401 2.3116 -0.6420
16 H -1.2200 3.1232 0.1879
17 H 1.7779 3.2748 -0.8598
18 H -1.8205 -1.4547 -1.4847
19 H -2.3408 -2.3660 1.0623
20 H 1.8052 0.3356 2.3402
21 H 0.4579 -1.8791 -0.2923
22 H -1.3087 -0.6440 0.8024
23 H 2.1334 -0.0267 0.8480

Results of the Mulliken charge analysis, in e, for atoms 1 through 8: -0.686, -0.532, -0.705, -1.012, -0.710, -0.902, 0.051, -0.879

***

(3)
An isolated molecule of C5H6O. Source: OMol25; level of theory: wB97M-V/def2-TZVPD.

gap between HOMO and LUMO = 10.550 eV
SMILES = O=C1CC=CC1
LUMO energy = 1.03 eV
charge = 0
maximum force = 0.7 eV/A

Cartesian coordinates (Å):
1 O -1.9467 -1.3221 -0.2301
2 C -0.9485 -0.6705 -0.0459
3 C 1.2928 0.1074 0.0287
4 C 0.4966 -1.1711 -0.0422
5 C 0.5170 1.1964 0.0640
6 C -0.9565 0.8425 0.0515
7 H 2.3823 0.1081 0.0408
8 H 0.9017 2.2104 0.1575
9 H -1.5127 1.2038 0.9249
10 H 0.6842 -1.7652 -0.9463
11 H 0.6530 -1.8397 0.8130
12 H -1.5634 1.1000 -0.8160

Results of the Mulliken charge analysis, in e, for atoms 1 through 8: -0.568, 0.271, -0.337, -0.424, -0.344, -0.439, 0.386, 0.391

***

(4)
A structure of composition C32H14F8N2RuS3Sb. Source: OMol25; level of theory: wB97M-V/def2-TZVPD.

gap between HOMO and LUMO (alpha / beta) = 6.673 / 6.634 eV
expectation value of S² = 0.76
LUMO energy (alpha / beta) = -1.82 / -1.97 eV
charge = 0
spin multiplicity = 2
maximum force = 0.7 eV/A

Cartesian coordinates (Å):
1 Sb -0.4492 1.7224 -0.0444
2 Ru 0.4407 -1.2504 0.7041
3 S -1.4551 -0.9651 1.8232
4 S 2.1306 -0.2796 1.8482
5 S 0.4669 -3.3445 1.3846
6 F 1.5711 7.3696 -1.7303
7 F 7.0327 -1.6631 2.0857
8 F 4.5858 -2.9611 -1.7195
9 F 6.9246 -2.9238 -0.3098
10 F 4.8491 -0.4592 3.0944
11 F 2.3902 -1.7353 -0.7106
12 F -6.3169 2.4971 -2.0212
13 F 2.1972 -1.8312 -4.4581
14 N -5.3696 -4.1614 5.3428
15 N -2.8083 -7.2551 4.8413
16 C 3.5448 -1.7417 0.0073
17 C 4.6521 -2.3605 -0.5355
18 C -0.0454 4.1580 -1.9011
19 C 2.0620 0.2269 -3.3433
20 C -4.1609 1.6802 -2.4591
21 C -0.9376 -3.5732 2.3872
22 C -0.1301 -0.7282 -1.9342
23 C 1.4318 1.0279 -2.4045
24 C -4.6848 2.7571 -0.3551
25 C 5.8395 -2.3355 0.1792
26 C -3.2293 -3.8854 3.9322
27 C 3.5514 -1.0969 1.2306
28 C -3.3772 2.5569 0.0567
29 C 1.1590 6.1392 -1.3809
30 C -2.9591 -2.6592 3.3549
31 C 4.7608 -1.0776 1.9192
32 C 0.4915 -1.5477 -2.8732
33 C 0.3170 0.5783 -1.6956
34 C 0.3791 5.4230 -2.2721
35 C -5.0504 2.3116 -1.6111
36 C 0.3099 3.6168 -0.6671
37 C -2.3399 -4.9668 3.7510
38 C -1.1978 -4.8044 2.9889
39 C 1.0903 4.3696 0.2022
40 C -4.4137 -4.0485 4.7162
41 C -1.8140 -2.4951 2.5763
42 C 5.8912 -1.6891 1.4067
43 C -2.8554 1.4976 -2.0276
44 C -2.6086 -6.2348 4.3532
45 C 1.5259 5.6394 -0.1478
46 C -2.4479 1.9317 -0.7705
47 C 1.5799 -1.0515 -3.5588
48 H 0.1488 -2.5569 -3.0569
49 H -3.0919 2.8941 1.0474
50 H -1.0477 -1.1083 -1.4816
51 H -0.5158 -5.6326 2.8514
52 H 2.9163 0.5755 -3.9075
53 H -4.4935 1.3450 -3.4319
54 H 1.8108 2.0284 -2.2349
55 H -3.6396 -1.8318 3.5050
56 H -5.4157 3.2415 0.2771
57 H -0.6663 3.5911 -2.5861
58 H 2.1349 6.2382 0.5149
59 H 1.3766 3.9680 1.1676
60 H -2.1539 1.0106 -2.6946
61 H 0.1136 5.8599 -3.2248

Results of the Mulliken charge analysis, in e, for atoms 1 through 8: 1.338, 0.546, -0.267, -0.366, -0.351, -0.323, -0.275, -0.287

***

Relative energy (zero: lowest compared OMol25 entry of this formula, charge and spin) / eV: 2.790, 2.402, 0.272, 0.000